Record 1
Entry from OMol25: H8Li3O16S3 as an isolated structure in a non-equilibrium geometry (the ωB97M-V functional and the def2-TZVPD basis).

Summary:
HOMO ... 1.7230 eV
Total charge ... -3
Orbital gap ... 4.32 eV
E ... -66017.25854 eV
Energy above the lowest of the compared OMol25 structures with the same formula, charge and spin ... 0.000 eV

Last column: natural (NBO) charge in e.
Cartesian coordinates (Å):
O -12.144 -15.479 -9.564  -1.08
O -7.647 -17.999 -10.780  -1.12
Li -9.522 -14.482 -11.890  0.94
S -11.276 -14.365 -9.995  2.58
O -9.596 -19.995 -10.199  -1.02
S -5.660 -15.194 -9.058  2.58
O -9.600 -17.249 -8.128  -0.95
H -10.521 -17.251 -7.856  0.48
O -11.486 -14.043 -11.438  -1.14
H -9.078 -17.088 -7.335  0.49
S -7.549 -17.257 -12.074  2.59
O -7.190 -15.317 -8.957  -1.25
O -10.695 -17.423 -11.026  -0.99
O -5.040 -16.505 -9.185  -1.04
O -9.846 -14.826 -9.940  -1.19
O -6.182 -17.209 -12.579  -1.04
H -10.161 -19.264 -10.479  0.49
H -7.580 -19.599 -7.230  0.43
Li -8.968 -16.517 -10.069  0.85
O -11.455 -13.154 -9.181  -1.07
Li -8.564 -14.127 -8.612  0.95
O -8.117 -15.883 -11.783  -1.20
O -5.258 -14.505 -7.788  -1.14
H -7.903 -18.362 -8.035  0.49
H -8.747 -19.548 -10.055  0.51
O -5.374 -14.335 -10.227  -1.09
O -8.432 -17.854 -13.124  -1.13
H -11.391 -16.928 -10.552  0.50
H -10.868 -17.296 -11.963  0.49
O -7.168 -18.813 -7.599  -0.92

***

Record 2
Entry from OMol25: a 4-piece molecular cluster, H8O3S2 overall in a non-equilibrium geometry (the ωB97M-V functional and the def2-TZVPD basis).

Summary:
HOMO (alpha / beta) ... -0.5175 / -3.0301 eV
Total charge ... -1
Orbital gap (alpha / beta) ... 4.12 / 6.60 eV
E ... -27943.07324 eV
Expectation value of S² ... 0.754
Energy above the lowest of the compared OMol25 structures with the same formula, charge and spin ... 0.000 eV
Spin multiplicity ... 2

Last column: natural (NBO) charge in e.
Cartesian coordinates (Å):
H -0.583 2.755 0.068  0.47
S -1.922 -0.920 -0.858  -0.63
S -0.098 -1.960 -1.737  -0.60
H 0.430 -0.163 1.455  0.50
H -0.542 -1.813 -2.974  0.09
H 1.291 0.926 0.124  0.51
O -0.064 2.230 -0.546  -0.98
O -0.341 -0.394 1.995  -0.98
H 2.457 -0.103 -0.121  0.49
O 1.802 0.204 0.508  -0.99
H -1.559 -1.175 0.389  0.14
H -0.142 -1.155 2.533  0.46
H -0.729 1.569 -0.836  0.51

***

Record 3
Entry from OMol25: a 5-piece molecular cluster, H8O3S2 overall (the ωB97M-V functional and the def2-TZVPD basis).

Summary:
HOMO ... -9.6373 eV
Orbital gap ... 3.49 eV
E ... -27936.88783 eV
Energy above the lowest of the compared OMol25 structures with the same formula, charge and spin ... 6.104 eV

Last column: natural (NBO) charge in e.
Cartesian coordinates (Å):
H 0.707 2.739 -2.460  0.13
S -0.185 -1.545 0.992  -0.15
H -1.464 0.628 -1.340  0.45
H 1.906 -0.023 -1.769  0.47
H 0.263 0.841 3.696  0.47
H 1.562 -1.244 -0.904  0.47
S 0.355 1.794 -1.573  -0.14
H -0.515 -0.135 2.782  0.46
H -0.376 -2.778 1.488  0.13
H -1.567 -0.248 -0.154  0.46
O 2.276 -0.855 -1.434  -0.94
O -0.627 0.581 3.424  -0.94
O -1.967 -0.147 -1.024  -0.87

***

Record 4
Entry from OMol25: a 4-piece molecular cluster, H8O3S2 overall (the ωB97M-V functional and the def2-TZVPD basis).

Summary:
HOMO ... -9.2655 eV
Orbital gap ... 9.57 eV
E ... -27942.71442 eV
Energy above the lowest of the compared OMol25 structures with the same formula, charge and spin ... 0.277 eV

Last column: natural (NBO) charge in e.
Cartesian coordinates (Å):
H -0.825 -2.582 1.066  0.48
H 0.495 1.328 -0.569  0.14
O -2.586 -0.017 1.114  -0.97
H -3.070 -0.399 1.854  0.47
S 2.022 -0.722 -0.204  -0.14
O -0.543 -2.041 1.817  -0.96
H -0.597 -2.593 2.610  0.48
H -2.117 2.650 0.551  0.47
H -1.714 -0.424 1.230  0.49
S 1.242 0.709 -1.493  -0.13
H -2.897 1.755 -0.358  0.48
H 3.013 0.023 0.287  0.12
O -2.205 2.427 -0.384  -0.95

***

Record 5
Entry from OMol25: a 4-piece molecular cluster, H8O4 overall in a non-equilibrium geometry (the ωB97M-V functional and the def2-TZVPD basis).

Summary:
HOMO ... -11.1738 eV
Orbital gap ... 11.46 eV
E ... -8319.52208 eV
Energy above the lowest of the compared OMol25 structures with the same formula, charge and spin ... 1.154 eV

Last column: natural (NBO) charge in e.
Cartesian coordinates (Å):
O -1.834 -2.385 -1.952  -0.95
H 9.649 3.013 3.298  0.48
H -1.535 -2.906 -2.704  0.48
O -1.569 -1.983 1.421  -0.95
H -0.640 -1.724 1.361  0.47
H -2.501 -1.771 -2.255  0.47
H -1.845 -2.117 0.508  0.48
H -5.639 0.984 -2.385  0.46
H -5.656 1.782 -1.108  0.47
H 8.748 3.590 2.105  0.48
O -6.201 1.185 -1.627  -0.93
O 9.538 3.099 2.357  -0.95

***

Record 6
Entry from OMol25: a 4-piece molecular cluster, H8O4 overall in a non-equilibrium geometry (the ωB97M-V functional and the def2-TZVPD basis).

Summary:
HOMO ... -10.9014 eV
Orbital gap ... 11.38 eV
E ... -8318.82110 eV
Energy above the lowest of the compared OMol25 structures with the same formula, charge and spin ... 1.855 eV

Last column: natural (NBO) charge in e.
Cartesian coordinates (Å):
H 0.383 -1.341 3.760  0.47
H 2.219 -0.726 -0.060  0.51
O -1.831 0.095 0.066  -0.96
H -1.185 0.350 -0.681  0.49
H 1.931 -1.453 -1.615  0.50
H 0.150 1.662 -3.256  0.47
H -0.841 -1.122 2.669  0.49
O -0.162 -0.648 3.209  -0.96
O 0.168 1.533 -2.222  -0.97
H -2.581 0.802 -0.042  0.47
H 0.553 0.557 -2.092  0.49
O 1.747 -0.820 -0.888  -1.01